# 1
Below is C26H40N4O5S in the gas phase in a non-equilibrium geometry, with properties calculated with ωB97M-V/def2-TZVPD.

The geometry in XYZ format:
```
76
Properties=species:S:1:pos:R:3:mulliken_charge:R:1
C -2.616 -4.932 0.778 -1.01
C -1.804 -4.579 -0.466 -1.00
N -1.142 -3.296 -0.316 0.19
C 0.139 -3.279 0.098 0.06
C 0.871 -2.163 0.362 -0.82
C 2.291 -2.394 0.787 0.19
O 2.766 -3.521 0.801 -0.80
N 2.946 -1.288 1.162 0.09
C 4.356 -1.259 1.445 -1.34
C 5.123 -0.614 0.270 -0.96
N 4.551 0.669 -0.076 1.08
C 5.340 1.832 0.254 -1.61
C 5.323 2.139 1.760 1.24
C 6.259 3.305 2.067 -1.73
C 3.902 2.455 2.214 -1.18
C 3.794 0.742 -1.306 -1.57
C 4.566 1.078 -2.601 1.39
C 5.625 0.032 -2.941 -1.52
C 3.569 1.208 -3.751 -1.69
C 0.273 -0.855 0.204 1.77
O 0.823 0.215 0.460 -0.84
C -1.113 -0.895 -0.291 0.15
C -1.765 0.320 -0.511 -0.59
C -3.079 0.342 -0.898 -0.15
S -3.929 1.907 -1.088 1.30
O -5.093 1.689 -1.897 -0.75
O -2.973 2.893 -1.492 -0.72
N -4.486 2.385 0.413 -0.01
C -3.484 2.729 1.390 -0.70
C -3.101 1.494 2.244 -0.27
O -3.799 0.346 1.812 -0.31
C -5.196 0.529 1.864 -0.41
C -5.633 1.690 0.938 -0.69
C -3.772 -0.841 -1.111 -1.31
C -3.144 -2.050 -0.927 -0.78
C -1.805 -2.104 -0.509 0.81
H -1.961 -5.000 1.643 0.32
H -3.109 -5.890 0.639 0.39
H -3.370 -4.175 0.978 0.31
H -1.033 -5.335 -0.625 0.43
H -2.440 -4.560 -1.354 0.41
H 0.626 -4.237 0.231 0.50
H 2.490 -0.391 1.005 0.09
H 4.513 -0.687 2.363 0.29
H 4.693 -2.288 1.592 0.59
H 5.065 -1.304 -0.575 0.49
H 6.177 -0.511 0.553 0.39
H 6.389 1.726 -0.075 0.17
H 4.911 2.690 -0.267 0.54
H 5.683 1.257 2.299 0.08
H 5.946 4.196 1.527 0.35
H 7.281 3.069 1.775 0.42
H 6.251 3.529 3.131 0.42
H 3.570 3.396 1.779 0.33
H 3.853 2.541 3.297 0.41
H 3.221 1.673 1.891 0.06
H 3.283 -0.214 -1.442 0.40
H 3.019 1.505 -1.168 0.31
H 5.068 2.042 -2.469 0.28
H 6.386 -0.020 -2.166 0.30
H 5.171 -0.951 -3.052 0.29
H 6.116 0.287 -3.878 0.45
H 2.821 1.964 -3.529 0.41
H 3.059 0.261 -3.917 0.35
H 4.080 1.488 -4.670 0.43
H -1.213 1.236 -0.371 0.80
H -3.884 3.527 2.024 0.33
H -2.633 3.118 0.834 0.38
H -2.044 1.246 2.143 0.15
H -3.325 1.679 3.305 0.39
H -5.627 -0.421 1.546 0.33
H -5.501 0.729 2.902 0.31
H -6.252 2.409 1.487 0.36
H -6.194 1.335 0.075 0.34
H -4.800 -0.786 -1.433 0.60
H -3.704 -2.953 -1.105 0.26
```

Values from the calculation:
- LUMO energy (eV) = -0.07
- highest occupied orbital energy (hartree) = -0.28908
- structure (SMILES) = CCn1cc(C(=O)NCCN(CC(C)C)CC(C)C)c(=O)c2cc(S(=O)(=O)N3CCOCC3)ccc21
- net charge = 0
- orbital gap (eV) = 7.7969



# 2
Below is a molecular structure, C26H41BrN6P2Ru in a non-equilibrium geometry, with properties calculated with ωB97M-V/def2-TZVPD.

The geometry in XYZ format:
```
77
Properties=species:S:1:pos:R:3:mulliken_charge:R:1
C 4.831 -2.402 -1.692 -0.17
C 4.300 -1.284 -1.014 0.24
C 5.172 -0.356 -0.402 -0.25
C 6.544 -0.641 -0.445 -0.31
N 7.036 -1.705 -1.076 -0.39
C 6.221 -2.582 -1.654 -0.35
C 2.882 -1.136 -0.898 0.67
C 1.886 -1.451 -0.074 -0.11
C 1.105 -1.482 1.082 -0.99
C 0.043 -0.552 1.073 1.10
C -1.120 -0.864 1.771 -1.83
C -1.131 -1.988 2.616 -0.59
C -0.028 -2.850 2.688 -0.64
C 1.124 -2.580 1.969 -0.70
Ru 1.157 -0.758 -1.665 0.05
P -0.736 0.280 -2.271 0.95
H 4.814 0.569 0.047 0.54
H 4.208 -3.099 -2.268 0.50
H 7.271 0.038 0.006 0.42
H 6.693 -3.441 -2.145 0.42
H 1.979 -3.259 1.940 0.61
H 0.145 0.342 0.418 1.48
H -0.073 -3.767 3.265 0.49
H -1.963 -0.188 1.726 0.94
C -2.250 -0.410 -1.493 0.08
C -3.445 0.531 -1.407 -1.31
H -1.953 -0.798 -0.506 0.13
H -2.469 -1.296 -2.109 0.14
H -4.320 -0.066 -1.119 0.51
H -3.304 1.312 -0.646 0.09
H -3.666 1.006 -2.370 0.31
C -0.717 2.067 -2.006 0.24
C 0.140 2.801 -3.036 -1.57
H -0.310 2.219 -0.995 -0.19
H -1.759 2.422 -2.008 0.61
H 0.611 3.667 -2.558 0.44
H 0.942 2.173 -3.449 0.32
H -0.473 3.171 -3.867 0.36
C -0.967 -0.035 -4.057 -0.29
C -2.171 0.694 -4.632 -1.16
H -1.086 -1.127 -4.129 0.49
H -0.013 0.214 -4.544 0.52
H -2.213 0.494 -5.709 0.43
H -3.099 0.320 -4.183 0.26
H -2.109 1.780 -4.487 0.28
Br -2.552 -2.261 3.745 0.05
P -0.686 2.452 3.009 0.07
C -1.711 2.611 1.516 0.76
C -2.579 3.878 1.654 -1.48
H -2.343 1.718 1.404 -0.05
H -1.048 2.673 0.640 -0.16
H -2.875 4.244 0.666 0.42
H -3.490 3.674 2.229 0.37
H -2.029 4.678 2.167 0.48
C -1.663 1.377 4.126 0.10
C -1.516 1.703 5.619 -1.33
H -1.374 0.337 3.929 -0.22
H -2.719 1.478 3.827 0.54
H -2.151 1.024 6.201 0.40
H -0.483 1.575 5.965 0.34
H -1.836 2.729 5.838 0.39
C 0.972 1.735 2.972 0.03
C 1.876 2.605 3.864 -1.31
H 1.332 1.729 1.935 0.15
H 0.921 0.698 3.328 0.36
H 2.860 2.143 3.964 0.41
H 2.001 3.596 3.417 0.42
H 1.451 2.737 4.866 0.33
N -2.299 -4.447 -3.135 -0.64
N -1.324 -3.854 -2.355 0.97
N -0.448 -4.625 -1.645 -0.75
C 0.581 -3.791 -1.517 -0.16
N 0.368 -2.580 -2.122 0.06
N -0.806 -2.700 -2.802 -0.44
H -3.033 -3.769 -3.303 0.28
H -2.623 -5.308 -2.711 0.33
H 1.496 -4.041 -0.979 0.48
```

Values from the calculation:
- 2S+1 = 5
- LUMO energy (alpha / beta) (eV) = -12.85 / -15.54
- highest occupied orbital energy (alpha / beta) (hartree) = -0.71858 / -0.71770
- ⟨S²⟩ = 6.038
- net charge = +4
- orbital gap (alpha / beta) (eV) = 6.6991 / 3.9850



E readings, ordered: -2008.1597, -4693.6248 Ha
Energy above the lowest of the compared OMol25 structures with the same formula, charge and spin readings, ordered: 5.9, 4.9 kcal per mole